ORCA calculation (ωB97M-V/def2-TZVPD) on a cluster of 14 separate species, C5H39N2O14 in total.

CARTESIAN COORDINATES (ANGSTROEM)
1 C 2.399 -0.488 1.437
2 C 1.711 0.755 2.074
3 C 0.175 0.825 1.840
4 C -0.376 0.458 0.614
5 N -1.681 -0.014 0.550
6 C -2.407 -0.055 1.805
7 N 1.713 -1.835 1.788
8 H 2.379 -0.515 0.355
9 H 3.386 -0.447 1.881
10 H 1.791 0.558 3.186
11 H 2.205 1.720 2.073
12 H -0.402 1.153 2.682
13 H 0.230 0.434 -0.312
14 H -1.781 -0.592 2.555
15 H -2.832 0.914 2.111
16 H 2.506 -2.482 1.769
17 H 1.188 -2.145 0.904
18 H 1.166 -1.982 2.618
19 H 0.163 -3.423 -2.536
20 H -3.423 -1.496 0.803
21 O -3.538 -0.890 1.552
22 H -0.130 3.961 3.723
23 H -0.587 3.440 2.315
24 O -0.145 4.150 2.779
25 H 3.243 1.492 -1.461
26 H 4.472 1.710 -0.475
27 O 3.907 1.050 -0.892
28 H 2.357 -1.575 -2.963
29 H 2.659 -3.087 -3.209
30 O 1.952 -2.438 -3.083
31 H 1.540 -1.953 -1.064
32 H -0.031 -2.405 -0.636
33 O 0.699 -1.756 -0.615
34 H -0.369 -3.462 3.883
35 H -0.853 -2.039 3.957
36 O -0.051 -2.566 4.013
37 H -1.389 -3.646 -2.328
38 H -2.450 -1.077 -2.363
39 O -0.509 -3.792 -1.957
40 H 1.727 3.542 -2.391
41 H 1.273 3.280 -0.930
42 O 1.917 2.995 -1.604
43 H -1.495 2.997 -0.422
44 H -2.976 3.030 -0.464
45 O -2.250 2.401 -0.579
46 H -0.775 3.257 -2.794
47 H 0.391 2.283 -2.985
48 O -0.373 2.667 -3.433
49 H 0.193 3.292 0.904
50 H -0.284 4.683 0.204
51 O -0.038 3.759 0.109
52 H -1.506 -2.993 1.443
53 H -1.987 -4.374 2.147
54 O -1.363 -3.648 2.115
55 H -0.616 0.587 -3.842
56 H 0.670 -0.180 -4.148
57 O 0.088 0.073 -3.411
58 H -2.213 0.522 -0.181
59 H -1.342 -1.542 -3.197
60 O -2.278 -1.744 -3.039

Atomic forces in eV per Å
C -1.1 0.7 0.6
C -2.1 -1.7 1.8
C 3.0 -0.2 -0.3
C -2.1 -1.5 -0.4
N 2.7 3.5 0.1
C -1.7 -2.5 -0.3
N 1.9 0.2 -2.0
H 0.6 0.5 0.1
H 0.3 -0.5 -0.4
H -0.2 0.1 -0.8
H 0.3 0.2 -0.9
H -0.5 0.0 0.2
H -0.6 0.2 0.4
H -0.3 0.9 -0.3
H 0.5 -0.2 0.0
H -0.2 -0.2 0.6
H 0.0 0.9 0.8
H -0.6 0.0 1.4
H -0.2 0.1 -0.5
H 0.2 0.2 0.3
O 0.0 0.5 0.3
H -0.2 -0.1 0.0
H -0.7 -0.1 0.8
O 0.5 0.1 -0.2
H 0.7 0.4 0.6
H -0.2 0.2 -0.4
O -0.6 -0.5 0.0
H 0.3 0.1 -0.3
H 0.0 0.3 -0.1
O -0.1 -0.3 0.4
H -1.1 -1.0 -0.7
H 0.8 -0.7 -1.5
O 0.1 1.0 1.4
H 0.0 -0.2 -0.2
H -0.1 -0.2 0.2
O 0.7 0.9 0.2
H 0.2 0.2 -0.4
H -0.5 -0.1 -0.1
O -0.1 -0.2 1.0
H 0.3 -0.2 0.5
H 0.3 0.2 -0.4
O -0.2 0.0 -0.5
H 0.4 -0.4 -0.1
H -0.4 -0.4 -0.2
O -0.4 0.6 0.2
H -0.2 0.1 0.0
H -0.1 -0.1 0.1
O 0.0 0.1 -0.1
H 0.4 0.8 0.6
H 0.4 0.2 0.9
O -0.4 -0.5 -1.6
H -0.8 -0.3 -0.5
H -0.5 0.1 -0.7
O 0.9 -0.2 0.8
H 0.2 0.2 0.2
H -0.3 0.0 0.2
O 0.2 -0.5 -0.4
H 0.3 -0.8 -0.1
H 0.1 -0.1 -0.4
O 0.4 0.3 0.5

Properties
Total charge ... +2
Kohn-Sham gap (spin up / spin down) ... 9.5092 / 5.8491 eV
Multiplicity ... 2
⟨S²⟩ ... 0.766

Löwdin analysis output, partial charges in e: -0.103, -0.095, 0.029, -0.032, 0.097, -0.218, 0.185, 0.083, 0.137, 0.150, 0.135, 0.116, 0.150, 0.121, 0.161, 0.172, 0.107, 0.088, 0.010, 0.102, -0.013, 0.075, -0.006, -0.016, 0.011, 0.052, -0.070, 0.050, 0.089, -0.031, 0.067, 0.058, -0.083, 0.047, 0.034, -0.055, 0.043, 0.026, -0.050, 0.075, -0.002, -0.068, -0.002, 0.086, -0.047, 0.030, -0.003, -0.048, 0.018, 0.121, -0.022, 0.015, 0.082, -0.026, 0.054, 0.071, -0.071, 0.152, 0.008, -0.044

ORCA calculation (ωB97M-V/def2-TZVPD) on a cluster of 14 separate species, C5H39NO13S2 in total.

CARTESIAN COORDINATES (ANGSTROEM)
1 N -1.615 2.187 1.402
2 C -1.292 0.770 1.579
3 C -0.039 0.288 0.839
4 S -0.414 -0.424 -0.803
5 S 0.588 0.406 -2.314
6 C 2.347 -0.029 -2.266
7 C 2.698 -1.381 -1.658
8 C 2.226 -2.574 -2.485
9 H -0.795 2.754 1.227
10 H -2.251 2.330 0.631
11 H -2.134 0.146 1.296
12 H -1.187 0.661 2.660
13 H 0.451 -0.500 1.403
14 H 0.676 1.114 0.765
15 H 2.900 0.730 -1.714
16 H 2.671 -0.006 -3.309
17 H 3.790 -1.401 -1.538
18 H 2.319 -1.485 -0.637
19 H 1.143 -2.643 -2.565
20 H 2.571 -3.507 -2.035
21 H 2.655 -2.520 -3.492
22 H 4.365 -0.851 2.244
23 H 2.951 -1.389 1.851
24 O 3.470 -0.553 2.027
25 H 0.410 -2.349 3.313
26 H 0.144 -0.889 3.752
27 O -0.295 -1.757 3.601
28 H 3.269 1.807 0.675
29 H 2.476 2.909 -0.076
30 O 3.355 2.479 -0.012
31 H 2.584 -3.712 1.769
32 H 1.196 -3.170 1.351
33 O 2.040 -2.913 1.848
34 H 1.199 4.734 -0.027
35 H 0.338 3.686 -0.765
36 O 0.978 3.802 -0.014
37 H -1.110 3.059 -2.487
38 H -1.698 3.401 -1.112
39 O -1.056 3.707 -1.761
40 H -4.567 2.517 -0.538
41 H -3.825 1.157 -0.543
42 O -3.714 2.123 -0.795
43 H -3.816 -0.792 -1.331
44 H -3.407 -0.958 0.183
45 O -4.022 -0.507 -0.413
46 H -2.865 -2.669 2.230
47 H -1.560 -1.887 2.499
48 O -2.186 -2.153 1.775
49 H -0.358 -3.394 -0.378
50 H -1.079 -3.156 0.962
51 O -0.318 -3.632 0.555
52 H -2.413 -1.300 -3.191
53 H -2.938 0.116 -3.122
54 O -3.209 -0.819 -2.961
55 H 2.003 1.533 3.854
56 H 2.768 0.239 3.405
57 O 2.296 0.659 4.159
58 H -3.138 2.186 -3.911
59 H -3.010 1.999 -2.367
60 O -2.565 1.820 -3.231

Atomic forces in eV per Å
N -0.2 -0.1 -0.4
C 0.1 0.8 0.1
C 0.2 0.4 0.2
S -0.4 -0.7 0.6
S 0.1 0.9 -0.6
C 0.5 -0.5 0.7
C 0.0 -0.3 0.0
C 0.5 -0.1 0.0
H 0.2 -0.1 0.1
H -0.1 -0.1 0.0
H -0.1 0.2 0.0
H 0.4 -0.5 0.0
H 0.1 -0.2 0.0
H 0.0 -0.1 -0.2
H -0.2 0.3 -0.1
H -0.1 0.1 -0.1
H -0.1 -0.1 -0.2
H -0.2 0.3 0.0
H -0.1 0.2 0.0
H 0.0 0.0 0.0
H -0.2 -0.1 0.0
H -0.2 0.1 -0.1
H 0.5 0.7 0.2
O -0.1 -0.9 -0.3
H 0.3 0.0 0.0
H -0.2 -0.7 0.0
O 0.3 0.8 0.2
H 0.0 0.1 -0.1
H 0.2 -0.1 0.1
O 0.0 -0.2 0.0
H -0.1 0.3 0.2
H 0.7 0.4 0.3
O -0.9 -0.8 -0.5
H 0.1 0.2 0.1
H 0.3 0.1 0.3
O -0.4 -0.2 -0.3
H -0.1 0.1 0.2
H -0.2 -0.1 0.0
O 0.2 0.0 -0.2
H 0.5 0.0 -0.2
H 0.1 0.2 -0.1
O -0.7 -0.2 0.3
H 0.3 -0.1 0.2
H 0.0 -0.1 -0.2
O -0.2 0.1 0.2
H 0.0 0.1 -0.1
H -0.1 0.0 -0.2
O -0.3 -0.1 0.3
H 0.1 0.1 0.1
H 0.1 -0.1 -0.1
O 0.1 -0.1 0.0
H 0.2 -0.3 0.0
H -0.1 -0.3 0.0
O 0.0 0.4 -0.3
H 0.3 -0.4 0.1
H -0.2 0.3 0.2
O -0.4 0.1 -0.2
H 0.0 0.1 0.0
H -0.1 0.1 -0.3
O 0.0 -0.1 0.1

Properties
Kohn-Sham gap ... 8.5990 eV

Löwdin analysis output, partial charges in e: 0.024, -0.333, -0.466, 0.523, 0.518, -0.525, -0.331, -0.117, 0.042, 0.012, 0.061, 0.099, 0.033, 0.072, 0.048, 0.075, 0.115, 0.065, 0.050, 0.069, 0.076, 0.070, 0.020, -0.076, 0.040, 0.064, -0.042, 0.008, -0.021, -0.086, 0.073, 0.036, -0.090, 0.062, 0.016, -0.079, 0.029, 0.023, -0.054, 0.090, 0.031, -0.087, 0.018, 0.015, -0.071, 0.085, 0.021, -0.077, 0.030, 0.002, -0.082, 0.043, 0.008, -0.076, 0.037, -0.021, -0.088, 0.079, 0.018, -0.080

ORCA calculation (ωB97M-V/def2-TZVPD) on a cluster of 15 separate species, C5H39NO15 in total.

CARTESIAN COORDINATES (ANGSTROEM)
1 C -0.141 0.470 -0.080
2 C 0.914 -0.653 -0.259
3 C -0.358 0.659 1.396
4 N -1.534 0.243 1.964
5 C -1.852 0.654 3.323
6 C -2.545 -0.576 1.310
7 O 0.479 1.215 2.117
8 H 0.249 1.466 -0.356
9 H -1.034 0.378 -0.656
10 H 0.576 -1.304 -1.043
11 H 1.213 -1.000 0.743
12 H 1.854 -0.218 -0.588
13 H -2.809 1.294 3.245
14 H -1.046 1.381 3.578
15 H -2.089 -0.130 4.050
16 H -2.825 -0.022 0.431
17 H -3.395 -0.818 1.949
18 H -2.198 -1.573 1.016
19 H -2.473 1.926 -1.266
20 H -3.593 1.459 -2.302
21 O -3.134 1.226 -1.491
22 H -1.756 -3.849 -0.649
23 H -1.049 -2.685 -0.143
24 O -1.176 -3.612 0.125
25 H 0.555 5.521 1.426
26 H 1.255 4.400 0.595
27 O 1.111 5.355 0.663
28 H 0.358 -1.973 3.063
29 H 1.216 -0.758 3.618
30 O 1.042 -1.701 3.673
31 H 1.878 2.109 -1.760
32 H 2.311 2.927 -2.890
33 O 1.645 2.947 -2.190
34 H 3.353 1.973 3.633
35 H 2.298 2.042 2.577
36 O 3.117 1.575 2.780
37 H -0.710 3.233 -2.120
38 H -1.501 3.991 -0.994
39 O -1.399 3.153 -1.459
40 H 4.007 -2.884 -0.820
41 H 3.423 -1.760 0.104
42 O 3.264 -2.297 -0.677
43 H -0.836 -0.620 -3.109
44 H -2.216 -0.076 -2.135
45 O -1.616 -0.712 -2.570
46 H -2.822 -3.342 -2.904
47 H -1.840 -2.435 -2.306
48 O -2.208 -3.328 -2.165
49 H 0.340 5.649 -0.834
50 H -0.122 5.168 -2.315
51 O -0.342 5.683 -1.542
52 H 3.126 -2.341 3.328
53 H 3.250 -3.774 2.614
54 O 3.556 -2.866 2.636
55 H 0.334 -4.034 -0.732
56 H 1.808 -3.777 -1.015
57 O 0.958 -3.816 -1.462
58 H 1.132 -2.821 -3.767
59 H -0.186 -3.590 -3.530
60 O 0.181 -2.750 -3.830

Atomic forces in eV per Å
C 1.2 1.0 0.9
C 0.1 1.7 0.3
C -1.3 0.2 1.1
N 0.2 -0.8 0.7
C -1.0 2.5 -0.5
C 0.4 -0.3 -0.7
O 0.1 0.1 -0.6
H 0.0 -0.4 -0.1
H -0.4 -0.6 0.0
H 0.2 -1.0 0.3
H -0.5 -0.9 -0.6
H 0.1 0.1 -0.4
H 1.2 -0.9 0.2
H -0.6 -1.0 0.5
H 0.6 -0.1 -0.3
H -0.8 -0.2 -0.4
H 0.1 0.7 0.1
H 0.3 0.2 0.0
H -0.4 0.0 -0.7
H 0.1 0.4 0.0
O -0.1 -0.6 0.5
H 0.4 -0.2 0.8
H 0.4 -0.3 0.5
O -0.7 0.4 -0.4
H -0.1 -0.2 0.2
H -0.1 0.2 0.3
O 0.4 -0.1 -0.2
H -0.1 0.4 -0.3
H -0.4 0.2 -0.5
O 0.5 -0.4 0.8
H -0.4 0.2 0.3
H -0.2 0.5 -0.2
O 0.5 -0.7 -0.1
H 0.2 -0.3 -0.3
H -0.3 -0.5 -0.3
O 0.2 0.5 0.7
H 0.3 0.1 0.1
H 0.4 0.4 -0.4
O -0.5 -0.4 0.4
H 0.4 0.1 0.3
H 0.3 -0.3 0.3
O -0.3 0.0 -0.5
H 0.0 0.9 -0.1
H 0.8 1.0 -0.6
O -0.8 -2.2 0.4
H -0.3 -0.5 0.1
H 0.3 0.4 0.2
O -0.4 0.1 -1.0
H -0.1 -0.2 -0.7
H 0.7 0.1 0.0
O -0.7 0.6 0.4
H -0.4 -0.7 -0.3
H -0.4 0.2 0.5
O 0.8 0.5 -0.4
H 0.2 0.2 -0.5
H 0.2 0.3 0.0
O -0.1 -0.7 0.5
H 0.1 -0.3 0.3
H 0.3 0.2 0.3
O -0.5 0.5 -0.8

Properties
Kohn-Sham gap ... 9.2401 eV

Löwdin analysis output, partial charges in e: -0.132, -0.047, -0.454, -0.137, -0.055, -0.020, -0.013, 0.095, 0.047, 0.053, 0.087, 0.063, 0.111, 0.089, 0.088, 0.062, 0.098, 0.074, 0.010, 0.067, -0.076, 0.030, 0.010, -0.096, 0.067, 0.061, -0.028, 0.035, 0.031, -0.042, 0.038, 0.056, -0.043, 0.039, -0.009, -0.075, 0.033, 0.058, -0.038, 0.051, 0.034, -0.056, 0.050, 0.007, -0.068, 0.071, 0.004, -0.071, -0.001, 0.017, -0.077, 0.015, 0.033, -0.069, 0.013, 0.008, -0.088, 0.031, 0.023, -0.067

ORCA calculation (ωB97M-V/def2-TZVPD) on a cluster of 16 separate species, C5H39NO15 in total.

CARTESIAN COORDINATES (ANGSTROEM)
1 N -0.810 -0.312 -1.242
2 C -0.470 -0.961 -0.002
3 C -0.022 -2.200 0.016
4 C -1.246 2.194 2.130
5 C -0.681 1.272 1.178
6 C -0.699 -0.130 1.142
7 H -1.594 0.301 -1.061
8 H -0.868 -0.786 -2.051
9 H 0.015 -2.853 -0.888
10 H 0.547 -2.813 0.884
11 H -1.595 1.701 2.984
12 H -1.913 2.873 1.486
13 H -0.642 2.901 2.555
14 H -0.110 1.788 0.378
15 H -0.843 -0.727 2.024
16 H 0.913 -1.097 3.142
17 H 2.304 -0.600 2.957
18 O 1.643 -0.759 3.598
19 H -3.361 -1.731 -2.058
20 H -3.309 -2.169 -3.482
21 O -2.828 -2.052 -2.703
22 H 5.143 -0.274 1.508
23 H 4.214 -1.255 0.819
24 O 4.709 -1.198 1.611
25 H -1.155 4.035 -2.562
26 H -0.779 3.453 -1.142
27 O -1.508 3.472 -1.866
28 H 1.957 2.837 4.371
29 H 1.383 1.384 4.389
30 O 1.204 2.279 4.671
31 H -2.543 1.265 -3.071
32 H -2.643 2.305 -1.864
33 O -3.167 1.484 -2.248
34 H 1.056 -5.015 1.703
35 H 2.192 -3.830 2.035
36 O 2.049 -4.603 1.502
37 H 3.574 2.791 -0.461
38 H 4.704 2.687 -1.446
39 O 3.944 3.234 -1.244
40 H -0.116 1.990 -2.926
41 H 0.970 1.463 -3.746
42 O 0.488 2.259 -3.594
43 H 2.780 -0.101 -1.179
44 H 2.018 -0.683 -0.017
45 O 2.855 -0.348 -0.220
46 H 1.972 -0.910 -3.489
47 H 1.234 -0.976 -2.211
48 O 1.893 -0.528 -2.685
49 H -2.698 -2.812 -0.193
50 H -3.706 -2.267 0.804
51 O -3.103 -2.980 0.533
52 H -5.516 -0.398 -0.907
53 H -3.841 0.275 -1.055
54 O -4.597 -0.527 -0.903
55 H -1.171 -3.860 3.473
56 H -1.572 -3.359 2.017
57 O -0.919 -3.253 2.767
58 H 1.374 1.996 -1.105
59 H 1.662 3.213 -1.933
60 O 1.227 2.912 -1.122

Atomic forces in eV per Å
N 0.5 2.4 4.7
C 0.1 1.0 -2.4
C 2.6 -3.9 1.0
C -1.7 0.5 -1.5
C 1.8 -3.2 -1.8
C 0.2 3.4 1.3
H 0.0 0.0 -0.6
H -0.6 -2.5 -3.0
H -0.2 0.9 0.4
H -1.9 2.1 -1.8
H -1.7 -0.6 1.0
H -0.1 -1.2 1.3
H 2.5 1.7 0.7
H -0.9 -0.6 0.0
H -0.8 0.2 0.5
H -1.8 -0.9 -1.1
H 1.3 0.2 -1.1
O 0.7 0.8 2.2
H -3.1 1.7 3.0
H -1.4 -0.2 -1.7
O 4.4 -1.4 -1.4
H -1.1 -2.4 0.4
H -1.0 -0.1 -1.5
O 2.2 2.5 1.3
H 0.0 0.0 -0.1
H -1.3 0.0 -1.9
O 1.6 0.2 2.1
H -0.8 -0.8 0.3
H 0.3 -0.6 -0.2
O 0.5 1.3 -0.1
H -2.2 0.5 2.7
H -1.2 -1.7 -1.1
O 3.2 0.9 -1.5
H 4.1 2.2 -0.4
H -0.3 0.4 0.7
O -3.7 -2.6 -0.2
H -0.1 0.4 -0.3
H 0.4 0.0 -0.2
O -0.1 -0.4 0.4
H -1.0 -0.1 1.1
H 0.8 -1.0 -0.4
O 0.1 0.9 -1.1
H 0.3 -0.6 1.1
H -2.3 -1.0 0.7
O 2.1 1.7 -1.6
H 0.5 -2.1 -4.0
H -1.5 -1.0 1.1
O 0.9 3.1 2.5
H 4.0 2.2 -7.6
H 0.5 -0.2 -0.7
O -4.4 -2.0 8.4
H -1.4 1.4 -0.2
H -4.0 -2.2 -0.1
O 5.5 0.8 0.0
H -0.2 0.1 -0.2
H 0.6 0.1 1.1
O -0.6 -0.2 -0.8
H 0.3 -2.1 0.0
H 0.0 -0.1 0.2
O -0.4 2.3 0.5

Properties
Kohn-Sham gap ... 8.3746 eV

Löwdin analysis output, partial charges in e: 0.125, -0.451, 0.004, -0.086, -0.112, -0.048, 0.048, 0.018, 0.086, 0.091, 0.072, 0.123, 0.038, 0.085, 0.092, -0.025, 0.010, 0.006, -0.067, 0.023, 0.016, 0.085, -0.047, -0.088, 0.071, 0.090, -0.082, 0.054, -0.011, -0.067, 0.118, 0.041, -0.165, 0.134, -0.006, -0.130, 0.036, 0.035, -0.057, -0.022, 0.011, -0.030, 0.039, -0.027, -0.046, 0.017, 0.003, 0.032, -0.104, 0.067, 0.030, 0.003, 0.118, -0.125, 0.045, 0.035, -0.089, -0.011, 0.054, -0.059

Taking the records one at a time from the top gives electronic energy values of -37445.29969, -55599.07732, -38020.74994, -38017.11880 eV.
Taking the records one at a time from the top gives M values of 351.37, 385.50, 353.36, 353.36 g mol⁻¹.
Taking the records one at a time from the top gives energy above the lowest of the compared OMol25 structures with the same formula, charge and spin values of 99.8, 0.0, 90.2, 173.9 kcal/mol.